(1)
34
Properties=species:S:1:pos:R:3 method="wB97M-V/def2-TZVPD" gap_ev=9.961 homo_energy_ha=-0.461 lumo_energy_ev=-2.58 total_charge=+1
C 1.169 1.112 -0.302
C 0.589 -0.155 -0.904
C 0.359 -1.273 0.138
C 1.392 -2.412 -0.034
C 2.756 -1.866 0.168
N 3.281 -1.480 1.326
C 4.566 -0.990 1.099
C 4.802 -1.099 -0.208
N 3.662 -1.659 -0.783
H 1.331 1.857 -1.073
H 2.119 0.960 0.210
H 0.456 1.551 0.386
H -0.366 0.093 -1.346
H 1.244 -0.506 -1.698
H -0.644 -1.667 0.090
H 0.570 -0.839 1.111
H 1.312 -2.879 -1.007
H 1.261 -3.173 0.733
H 2.820 -1.508 2.219
H 5.207 -0.597 1.856
H 5.661 -0.824 -0.783
H 3.478 -1.861 -1.751
O -2.121 1.399 -1.851
C -2.867 1.482 -0.918
O -2.426 1.705 0.343
C -3.531 1.655 1.270
C -4.769 1.932 0.428
C -4.374 1.332 -0.921
H -3.553 0.662 1.726
H -3.371 2.396 2.048
H -5.677 1.513 0.855
H -4.911 3.008 0.324
H -4.615 0.270 -0.986
H -4.809 1.861 -1.763

***

(2)
14
Properties=species:S:1:pos:R:3 method="wB97M-V/def2-TZVPD" smiles="C=C.CC" gap_ev=11.367 homo_energy_ha=-0.375 lumo_energy_ev=1.17
C 2.683 -1.407 -0.298
C 2.137 -0.453 0.441
H 2.191 -1.810 -1.179
H 3.460 -2.083 0.046
H 1.235 -0.058 0.001
H 2.684 -0.025 1.263
C -1.941 1.070 -0.678
C -1.647 0.318 0.614
H -1.600 0.594 -1.604
H -1.529 2.083 -0.666
H -3.026 1.183 -0.780
H -1.701 1.103 1.364
H -2.333 -0.492 0.836
H -0.614 -0.024 0.638

***

(3)
50
Properties=species:S:1:pos:R:3 method="wB97M-V/def2-TZVPD" gap_ev="5.582 / 5.581" spin_multiplicity=3 homo_energy_ha="-0.036 / -0.036" lumo_energy_ev="4.59 / 4.59" total_charge=-2
Pr 0.369 -1.062 -1.541
S -0.508 -3.687 -2.310
S -0.409 -3.170 -4.327
S 1.499 -2.293 -4.683
S 1.477 -0.233 -4.233
N 0.155 1.618 -2.051
C -1.034 1.838 -2.898
C -2.133 0.867 -2.587
O -3.300 1.269 -2.679
O -1.721 -0.318 -2.250
H 0.022 2.026 -1.139
H 0.981 2.008 -2.471
H -0.746 1.666 -3.928
H -1.452 2.827 -2.810
C 2.882 -2.910 -1.155
O 2.506 -1.551 -1.320
H 3.939 -3.022 -0.913
H 2.705 -3.488 -2.040
H 2.334 -3.398 -0.357
C -2.889 -1.633 1.556
C -2.739 -0.114 1.435
C -3.730 0.421 0.442
C -2.906 0.569 2.785
O -1.424 0.264 0.847
P -0.074 -0.419 1.372
O 0.060 -0.433 2.835
O 0.097 -1.716 0.596
O 0.903 0.642 0.651
C 2.218 1.027 1.250
C 2.920 1.722 0.109
C 3.031 -0.180 1.720
C 1.945 1.989 2.393
H -3.907 -1.860 1.888
H -2.191 -2.071 2.280
H -2.724 -2.107 0.585
H -4.741 0.165 0.780
H -3.565 0.004 -0.555
H -3.651 1.513 0.360
H -3.895 0.311 3.185
H -2.855 1.659 2.653
H -2.134 0.262 3.499
H 3.057 1.039 -0.734
H 3.910 2.058 0.446
H 2.343 2.597 -0.224
H 3.154 -0.891 0.908
H 2.547 -0.677 2.574
H 4.017 0.174 2.044
H 1.376 2.855 2.029
H 2.903 2.341 2.791
H 1.376 1.503 3.190

***

(4)
11
Properties=species:S:1:pos:R:3 method="wB97M-V/def2-TZVPD" gap_ev=7.864 homo_energy_ha=-0.331 lumo_energy_ev=-1.15
O -0.834 -1.197 -1.884
C -0.616 0.072 -1.906
O -0.150 0.719 -0.835
C -0.057 0.107 0.298
C 1.120 -0.916 0.524
S 2.080 -1.737 -0.491
N -0.526 0.582 1.462
S -1.467 1.912 1.502
H -0.542 0.569 -2.785
H 1.023 -1.172 1.626
H -1.413 1.972 2.993

***

Number 1: E_tot -18785.167 eV. Number 2: E_tot -4308.800 eV. Number 3: E_tot -94344.650 eV. Number 4: E_tot -30411.958 eV.